1.
# C56H51F11O2

A 9-piece molecular cluster, C56H51F11O2 overall (wB97M-V/def2-TZVPD, the OMol25 dataset).

Output
Structure (SMILES) = C=CCC(=O)OCCCC(F)(F)F.Fc1ccccc1.Fc1ccccc1.Fc1ccccc1.Fc1ccccc1.Fc1ccccc1.Fc1ccccc1.Fc1ccccc1.Fc1ccccc1
Net charge = 0
Kohn-Sham gap = 9.455 eV
LUMO energy = 0.54 eV

Geometry as XYZ:
```
120
Properties=species:S:1:pos:R:3:mulliken_charge:R:1
C -2.70 4.16 -3.12 -0.969
C -2.46 3.17 -2.28 0.018
C -2.27 1.72 -2.71 -0.536
C -1.60 0.91 -1.62 0.256
O -2.18 0.30 -0.78 -0.497
O -0.23 0.88 -1.66 -0.222
C 0.42 2.06 -1.16 -0.559
C 1.86 1.69 -0.81 -0.948
C 2.91 1.65 -1.94 -0.009
C 2.50 2.12 -3.31 0.908
F 3.53 1.99 -4.17 -0.301
F 1.47 1.44 -3.83 -0.249
F 2.16 3.42 -3.32 -0.259
H -2.95 5.15 -2.77 0.286
H -2.68 3.97 -4.19 0.290
H -2.43 3.36 -1.21 0.398
H -1.66 1.68 -3.62 0.283
H -3.25 1.28 -2.89 0.395
H -0.09 2.40 -0.25 0.651
H 0.35 2.87 -1.90 0.356
H 2.20 2.38 -0.03 0.416
H 1.80 0.70 -0.36 0.335
H 3.75 2.30 -1.66 0.372
H 3.33 0.65 -2.04 -0.407
F -4.30 1.44 3.86 -0.360
C -3.49 0.36 3.78 0.538
C -2.71 0.04 4.88 -0.750
C -1.89 -1.07 4.80 -0.274
C -1.84 -1.83 3.64 -0.206
C -2.64 -1.50 2.56 -0.609
C -3.48 -0.39 2.63 -0.723
H -2.76 0.66 5.77 0.501
H -1.28 -1.34 5.65 0.550
H -1.20 -2.70 3.59 0.341
H -2.63 -2.10 1.66 0.475
H -4.12 -0.12 1.80 0.550
F 3.25 -1.90 -1.18 -0.269
C 3.89 -2.63 -2.13 0.696
C 3.87 -4.01 -2.02 -0.579
C 4.53 -4.75 -3.00 -0.506
C 5.18 -4.11 -4.05 -0.298
C 5.18 -2.72 -4.12 -0.429
C 4.52 -1.97 -3.16 -0.422
H 3.36 -4.48 -1.19 0.493
H 4.53 -5.83 -2.94 0.360
H 5.69 -4.69 -4.80 0.274
H 5.68 -2.22 -4.94 0.396
H 4.50 -0.89 -3.21 0.285
F -0.41 -4.45 4.90 -0.191
C 0.61 -5.09 4.29 0.411
C 1.81 -4.42 4.14 -0.314
C 2.86 -5.08 3.52 -0.433
C 2.69 -6.38 3.06 -0.623
C 1.48 -7.02 3.23 -0.318
C 0.42 -6.38 3.85 -0.506
H 1.91 -3.40 4.51 0.423
H 3.81 -4.58 3.39 0.368
H 3.52 -6.89 2.57 0.400
H 1.34 -8.04 2.87 0.362
H -0.54 -6.86 3.99 0.420
F -2.37 5.66 -0.48 -0.293
C -1.51 6.46 0.18 0.416
C -0.17 6.40 -0.14 -0.171
C 0.71 7.23 0.53 -0.589
C 0.25 8.10 1.51 -0.641
C -1.11 8.14 1.81 -0.365
C -2.00 7.32 1.14 -0.671
H 0.16 5.71 -0.91 0.681
H 1.76 7.20 0.28 0.404
H 0.94 8.75 2.03 0.398
H -1.47 8.82 2.57 0.377
H -3.06 7.34 1.36 0.442
F -7.39 -2.75 8.70 -0.359
C -6.15 -2.86 8.17 0.413
C -5.73 -4.10 7.72 -0.513
C -4.46 -4.20 7.18 -0.292
C -3.63 -3.09 7.10 -0.506
C -4.08 -1.86 7.56 -0.196
C -5.35 -1.74 8.10 -0.618
H -6.39 -4.95 7.80 0.442
H -4.12 -5.16 6.81 0.394
H -2.65 -3.19 6.67 0.415
H -3.44 -0.99 7.50 0.401
H -5.73 -0.79 8.47 0.433
F 5.28 -5.22 -7.07 -0.341
C 6.31 -4.66 -7.76 0.459
C 7.58 -5.14 -7.55 -0.383
C 8.63 -4.56 -8.26 -0.336
C 8.38 -3.53 -9.15 -0.528
C 7.08 -3.06 -9.33 -0.302
C 6.03 -3.63 -8.63 -0.499
H 7.75 -5.95 -6.85 0.413
H 9.63 -4.93 -8.11 0.350
H 9.20 -3.08 -9.69 0.378
H 6.89 -2.25 -10.02 0.363
H 5.01 -3.29 -8.76 0.435
F -9.16 -5.41 3.43 -0.334
C -8.11 -4.57 3.40 0.352
C -7.77 -3.89 4.56 -0.578
C -6.68 -3.03 4.52 -0.386
C -5.97 -2.85 3.35 -0.382
C -6.33 -3.54 2.20 -0.300
C -7.42 -4.41 2.22 -0.579
H -8.35 -4.05 5.46 0.495
H -6.39 -2.50 5.42 0.414
H -5.13 -2.17 3.33 0.423
H -5.78 -3.40 1.28 0.402
H -7.72 -4.97 1.34 0.424
F -0.43 9.39 -1.95 -0.343
C 0.66 9.18 -2.71 0.307
C 0.81 7.96 -3.33 -0.278
C 1.94 7.75 -4.12 -0.456
C 2.88 8.76 -4.27 -0.573
C 2.70 9.98 -3.63 -0.281
C 1.58 10.20 -2.84 -0.568
H 0.06 7.19 -3.20 0.601
H 2.07 6.80 -4.62 0.418
H 3.75 8.59 -4.89 0.382
H 3.44 10.76 -3.74 0.361
H 1.42 11.14 -2.34 0.426
```

2.
# C56H52CsNO2P2S

C56H52CsNO2P2S as an isolated structure at a distorted geometry (wB97M-V/def2-TZVPD, the OMol25 dataset).

Output
Net charge = -2
Kohn-Sham gap (spin up / spin down) = 3.037 / 3.024 eV
LUMO energy (spin up / spin down) = 3.49 / 3.48 eV

Geometry as XYZ:
```
115
Properties=species:S:1:pos:R:3:mulliken_charge:R:1
Cs 0.68 -1.30 0.26 1.537
O -0.54 1.67 -2.34 -0.955
S -0.96 1.30 -0.95 1.838
C -2.07 -0.13 -1.13 -0.058
C -3.01 -0.26 -0.09 -0.430
C -4.03 -1.20 -0.13 -1.471
C -4.14 -1.99 -1.26 0.504
C -5.18 -3.03 -1.64 -0.836
C -4.76 -3.51 -3.06 -0.789
C -3.47 -2.78 -3.34 -0.003
C -2.62 -2.82 -4.45 -1.520
C -1.45 -2.08 -4.40 0.323
C -1.07 -1.28 -3.28 0.773
P 0.66 -0.80 -3.19 1.080
C 1.50 -2.28 -3.90 0.246
C 1.22 -3.53 -3.32 -0.252
C 1.91 -4.67 -3.70 -0.818
C 2.91 -4.60 -4.67 -0.454
C 3.19 -3.37 -5.26 -0.608
C 2.49 -2.23 -4.88 -0.358
C 1.00 0.45 -4.48 0.105
C 2.23 1.09 -4.48 -0.580
C 2.53 2.08 -5.41 -0.588
C 1.57 2.46 -6.34 -0.472
C 0.32 1.85 -6.33 -0.703
C 0.04 0.86 -5.40 -0.364
C -2.03 -1.05 -2.23 -1.492
C -3.18 -1.91 -2.27 1.088
C -2.12 2.51 -0.40 0.062
C -3.11 2.79 -1.37 -0.395
C -4.07 3.76 -1.20 -1.431
C -4.05 4.49 -0.02 0.650
C -4.95 5.61 0.46 -0.861
C -4.38 6.02 1.84 -0.935
C -3.23 5.07 2.08 -0.066
C -2.34 4.98 3.14 -1.214
C -1.36 4.00 3.08 -0.295
C -1.22 3.08 2.00 -0.239
P 0.07 1.82 2.12 1.064
C 0.57 1.84 3.89 0.034
C -0.39 1.47 4.83 -0.229
C -0.05 1.32 6.17 -0.676
C 1.26 1.53 6.59 -0.540
C 2.22 1.88 5.66 -0.610
C 1.88 2.04 4.32 -0.477
C 1.52 2.66 1.34 0.435
C 2.44 1.94 0.57 0.082
C 3.51 2.58 -0.04 -0.520
C 3.68 3.95 0.10 -0.689
C 2.76 4.68 0.84 -0.666
C 1.69 4.04 1.44 -0.082
C -2.08 3.20 0.85 -1.753
C -3.09 4.22 0.96 1.394
H -2.95 0.43 0.74 0.467
H -4.74 -1.26 0.69 0.405
H -6.18 -2.60 -1.63 0.257
H -5.19 -3.86 -0.93 0.249
H -5.53 -3.26 -3.80 0.244
H -4.64 -4.59 -3.09 0.244
H -2.85 -3.43 -5.32 0.303
H -0.76 -2.16 -5.23 0.546
H 0.44 -3.60 -2.57 0.265
H 1.67 -5.62 -3.24 0.432
H 3.45 -5.49 -4.97 0.351
H 3.96 -3.30 -6.02 0.380
H 2.73 -1.29 -5.36 0.332
H 2.97 0.83 -3.73 0.444
H 3.49 2.57 -5.39 0.380
H 1.79 3.25 -7.05 0.349
H -0.44 2.16 -7.03 0.373
H -0.94 0.40 -5.37 0.262
H -3.07 2.22 -2.29 0.492
H -4.81 3.95 -1.98 0.341
H -6.00 5.28 0.53 0.255
H -4.95 6.45 -0.24 0.265
H -5.14 5.93 2.63 0.242
H -4.05 7.06 1.85 0.225
H -2.40 5.64 4.00 0.338
H -0.68 3.92 3.92 0.521
H -1.41 1.29 4.51 0.473
H -0.81 1.03 6.88 0.347
H 1.52 1.40 7.63 0.330
H 3.25 2.04 5.97 0.342
H 2.65 2.32 3.61 0.380
H 2.33 0.88 0.41 -0.382
H 4.20 2.00 -0.64 0.406
H 4.51 4.44 -0.39 0.334
H 2.87 5.75 0.93 0.398
H 0.96 4.62 1.99 0.330
N 3.99 -4.60 -0.53 -0.509
C 3.27 -3.63 0.13 0.318
O 2.10 -3.46 -0.15 -0.618
C 3.99 -2.89 1.23 -0.237
C 3.37 -3.19 2.63 -0.950
H 3.58 -4.93 -1.38 0.268
H 4.99 -4.57 -0.49 0.198
H 3.92 -1.81 1.05 0.056
H 5.05 -3.17 1.19 0.441
H 4.22 -3.06 3.34 0.201
H 3.16 -4.26 2.65 0.284
C 1.60 -2.55 5.38 -1.768
C 1.16 -2.92 3.95 2.243
C -0.23 -2.31 3.72 -1.419
C 0.99 -4.44 3.89 -2.226
C 2.11 -2.40 2.88 0.071
H 0.91 -2.94 6.15 0.421
H 1.64 -1.46 5.49 0.192
H 2.60 -2.94 5.58 0.348
H -0.93 -2.52 4.54 0.485
H -0.67 -2.71 2.80 0.198
H -0.17 -1.22 3.60 -0.015
H 0.16 -4.76 4.53 0.462
H 1.89 -4.96 4.23 0.422
H 0.78 -4.75 2.86 0.357
H 2.39 -1.35 3.14 0.072
```

3.
# C56H56F8O4S2

A 10-piece molecular cluster, C56H56F8O4S2 overall at a distorted geometry (wB97M-V/def2-TZVPD, the OMol25 dataset).

Output
Structure (SMILES) = O=S1(=O)CCCC1.O=S1(=O)CCCC1.Fc1ccccc1.Fc1ccccc1.Fc1ccccc1.Fc1ccccc1.Fc1ccccc1.Fc1ccccc1.Fc1ccccc1.Fc1ccccc1
Net charge = 0
Kohn-Sham gap = 9.115 eV
LUMO energy = 0.31 eV
ΔE to the lowest compared entry with this formula, charge and spin = 4.725 eV

Geometry as XYZ:
```
126
Properties=species:S:1:pos:R:3:mulliken_charge:R:1
O 4.60 -33.88 -12.96 -0.598
S 4.69 -34.50 -14.28 1.176
O 5.35 -33.83 -15.35 -0.742
C 5.36 -36.14 -14.08 -0.504
C 4.35 -36.85 -15.06 -0.573
C 2.94 -36.23 -14.90 -0.258
C 3.14 -34.83 -14.99 -0.978
H 4.99 -36.37 -13.04 -0.137
H 6.40 -36.34 -14.10 0.731
H 4.75 -36.59 -16.10 0.466
H 4.25 -37.96 -14.85 0.097
H 2.53 -36.72 -14.04 -0.077
H 2.53 -36.39 -15.83 0.403
H 2.36 -34.35 -14.24 0.209
H 3.06 -34.36 -15.78 0.787
O 8.11 -44.81 -9.39 -0.627
S 8.31 -46.14 -10.00 1.144
O 9.07 -46.37 -11.24 -0.684
C 9.06 -47.05 -8.68 -1.098
C 8.26 -48.46 -8.57 -0.386
C 6.91 -48.05 -9.05 -0.890
C 6.87 -47.14 -10.11 -0.556
H 8.93 -46.53 -7.81 0.444
H 9.98 -47.20 -8.99 0.539
H 8.70 -49.16 -9.35 0.245
H 8.52 -48.74 -7.50 0.305
H 6.24 -47.58 -8.19 0.230
H 6.33 -48.81 -9.22 0.586
H 5.97 -46.58 -10.22 0.451
H 6.96 -47.78 -11.01 0.293
F 7.86 -36.63 -11.90 -0.218
C 8.50 -36.91 -10.72 0.314
C 8.63 -38.13 -10.24 0.436
C 9.30 -38.31 -8.96 -0.812
C 9.99 -37.29 -8.39 -0.839
C 9.94 -36.02 -8.93 -0.362
C 9.32 -35.89 -10.24 -0.539
H 7.94 -38.99 -10.41 0.244
H 9.03 -39.25 -8.57 0.552
H 10.39 -37.47 -7.48 0.519
H 10.55 -35.11 -8.67 0.334
H 9.23 -34.93 -10.75 0.418
F 4.64 -31.46 -7.73 -0.332
C 4.96 -32.82 -7.71 0.345
C 5.39 -33.32 -9.02 -1.071
C 5.89 -34.63 -8.89 -0.404
C 6.10 -35.42 -7.70 0.070
C 5.80 -34.72 -6.53 -0.163
C 5.26 -33.38 -6.37 -0.701
H 5.37 -32.85 -9.91 0.746
H 5.88 -35.29 -9.70 0.611
H 6.53 -36.46 -7.75 0.553
H 5.89 -35.37 -5.41 -0.122
H 5.12 -32.76 -5.47 0.452
F 2.32 -35.23 -9.47 -0.286
C 1.68 -35.83 -10.54 0.049
C 1.54 -37.26 -10.67 0.622
C 0.80 -37.80 -11.67 -0.413
C 0.18 -37.03 -12.71 -0.857
C 0.24 -35.60 -12.62 -0.739
C 1.08 -35.07 -11.57 -0.626
H 2.13 -38.15 -10.05 -0.183
H 0.78 -38.97 -11.73 0.297
H -0.37 -37.53 -13.30 0.897
H -0.39 -35.15 -13.43 0.355
H 0.99 -34.15 -11.32 0.845
F -0.62 -43.55 -10.30 -0.304
C 0.10 -42.49 -9.70 -0.170
C 1.46 -42.09 -9.92 -0.211
C 2.16 -41.25 -9.16 -0.013
C 1.39 -40.34 -8.24 0.196
C 0.01 -40.65 -8.05 -0.532
C -0.61 -41.67 -8.77 -0.198
H 2.00 -42.61 -10.72 0.380
H 3.20 -41.14 -9.34 0.180
H 2.07 -39.66 -7.53 0.019
H -0.56 -39.88 -7.39 0.254
H -1.69 -41.80 -8.56 0.366
F 5.70 -40.39 -7.05 -0.364
C 5.63 -40.34 -8.40 0.487
C 6.00 -41.41 -9.23 -1.180
C 6.11 -41.14 -10.62 -1.155
C 5.69 -39.92 -11.19 0.605
C 5.05 -38.99 -10.36 1.106
C 4.99 -39.15 -8.91 -0.458
H 6.35 -42.45 -8.93 0.281
H 6.39 -41.85 -11.25 0.954
H 5.60 -39.73 -12.27 0.181
H 4.52 -38.09 -11.01 -0.666
H 4.79 -38.23 -8.12 0.214
F 2.79 -44.46 -14.28 -0.306
C 2.36 -43.20 -14.24 0.583
C 3.21 -42.23 -13.65 -0.967
C 2.78 -40.88 -13.78 0.623
C 1.60 -40.47 -14.38 -0.114
C 0.84 -41.55 -14.99 -0.585
C 1.10 -42.93 -14.85 -1.093
H 4.17 -42.44 -13.25 0.604
H 3.50 -40.21 -13.14 -0.078
H 1.17 -39.38 -14.36 0.241
H -0.01 -41.39 -15.60 0.403
H 0.74 -43.81 -15.16 0.650
F 4.29 -35.58 -3.43 -0.358
C 3.67 -36.71 -3.91 0.478
C 2.21 -36.80 -3.80 -0.666
C 1.53 -37.88 -4.30 -0.196
C 2.23 -38.84 -4.85 -1.194
C 3.63 -38.70 -4.95 -0.078
C 4.40 -37.69 -4.51 -0.680
H 1.73 -36.01 -3.23 0.396
H 0.37 -37.95 -4.21 0.265
H 1.71 -39.61 -5.10 1.095
H 4.12 -39.70 -5.25 0.151
H 5.37 -37.46 -4.48 0.816
F 6.74 -43.57 -14.19 -0.356
C 7.45 -42.46 -13.95 0.321
C 8.64 -42.64 -13.24 -0.541
C 9.47 -41.43 -12.95 -0.857
C 8.97 -40.09 -13.34 -0.218
C 7.73 -40.04 -14.03 -0.833
C 7.05 -41.21 -14.31 0.220
H 9.13 -43.58 -12.94 0.465
H 10.37 -41.44 -12.55 0.671
H 9.42 -39.06 -12.83 0.228
H 7.39 -39.12 -14.23 0.752
H 6.02 -41.05 -14.88 0.194
```